Entry 1:
Molecular formula: C3H2LiO2Yb
Method: DFT, ωB97M-V/def2-TZVPD

Computed properties:
gap between HOMO and LUMO (alpha / beta)	6.46 / 3.57	eV
HOMO (alpha / beta)	-18.95 / -21.90	eV
electronic energy	-38936.1089	eV
<S²>	2.0049

Structure (ORCA input):
```
! wB97M-V def2-TZVPD RIJCOSX def2/J DEFGRID3
* xyz 3 3
C -3.47171 -1.43730 0.28656
C -3.65659 -0.25824 0.07542
H -3.27381 -2.44378 0.62194
H -3.93370 0.74232 -0.22242
O 0.69012 1.03838 0.21631
C 0.13300 1.33795 -0.86739
O -0.62992 0.68476 -1.55385
Li -1.67767 -0.85288 -1.30205
Yb 2.63638 -0.04371 0.92174
*
```

---

Entry 2:
Molecular formula: C22H26N6O7PtS
Method: DFT, ωB97M-V/def2-TZVPD

Computed properties:
gap between HOMO and LUMO (alpha / beta)	7.63 / 7.63	eV
HOMO (alpha / beta)	-8.89 / -8.90	eV
electronic energy	-60590.2322	eV

Structure (ORCA input):
```
! wB97M-V def2-TZVPD RIJCOSX def2/J DEFGRID3
* xyz 0 1
Pt 0.01045 0.56228 -0.64409
O 2.83531 -0.22883 1.34577
S 2.39183 0.94609 0.64006
O 3.16856 2.12973 0.80037
O 0.89703 1.22812 1.01665
O 2.15121 0.59533 -0.84858
O 0.97137 -5.42868 4.61178
C -0.31032 -5.10620 4.33998
O -1.18885 -5.86087 4.65431
C -0.56298 -3.81613 3.63023
C 0.44144 -2.91650 3.26468
C 0.13786 -1.76951 2.55749
C -1.19713 -1.50819 2.22524
C -2.21180 -2.38886 2.59619
C -1.88858 -3.53457 3.29972
N -1.44489 -0.38180 1.44130
C -2.48557 0.32401 1.57027
C -2.68084 1.47526 0.67803
C -3.79222 2.30290 0.84935
C -3.93829 3.41613 0.04302
C -2.96366 3.68336 -0.90902
C -1.89252 2.81972 -1.02934
N -1.75236 1.73813 -0.26329
H 1.56761 -4.73455 4.31224
H 1.48705 -3.08218 3.50150
H 0.91347 -1.08990 2.24943
H -3.23171 -2.20586 2.28503
H -2.65112 -4.24597 3.58597
H -3.26334 0.16977 2.31796
H -4.51884 2.06691 1.61329
H -4.79343 4.06761 0.15982
H -3.01907 4.54481 -1.55820
H -1.11544 2.99006 -1.75992
C -1.64271 -5.10154 0.03623
N -0.40375 -4.36306 -0.15837
C 0.80253 -4.93917 0.03601
C 1.95248 -4.25813 -0.16967
C 1.82383 -2.89175 -0.57843
N 0.64669 -2.30011 -0.67303
C -0.50733 -3.00317 -0.50446
O -1.62294 -2.52000 -0.65728
N 2.91965 -2.17880 -0.88475
H -1.40930 -6.15951 0.13652
H -2.29607 -4.94649 -0.81943
H -2.15463 -4.75474 0.93049
H 0.78668 -5.97648 0.34268
H 2.91550 -4.72511 -0.03721
H 3.81121 -2.52669 -0.57934
H 2.80872 -1.16794 -0.90968
C -0.60542 -1.55477 -3.76236
C -0.18699 -0.08638 -3.51333
C -0.89510 0.81655 -4.53597
C 1.32645 0.06285 -3.61286
N -0.76815 0.22946 -2.24582
H -0.31314 -1.81339 -4.78159
H -1.68084 -1.68049 -3.65347
H -0.09946 -2.21415 -3.06415
H -0.58553 0.54473 -5.54757
H -0.62918 1.86270 -4.37620
H -1.97498 0.71181 -4.45366
H 1.65368 -0.24264 -4.60916
H 1.83553 -0.54889 -2.87730
H 1.62948 1.09744 -3.45402
*
```

---

Entry 3:
Molecular formula: C4H9NO3
Method: DFT, ωB97M-V/def2-TZVPD

Computed properties:
gap between HOMO and LUMO	10.77	eV
HOMO	-9.88	eV
electronic energy	-11923.9603	eV
SMILES	C=NO[C@@](C)(O)OC

Structure (ORCA input):
```
! wB97M-V def2-TZVPD RIJCOSX def2/J DEFGRID3
* xyz 0 1
C -0.55786 0.48629 0.21169
C 0.32792 -2.10023 -0.27661
C 1.82893 0.87326 0.09742
C -1.77859 0.32892 -0.69113
N -0.00415 -1.79502 0.90880
O -0.46778 -0.53788 1.20745
O 0.59586 0.48165 -0.58953
O -0.70390 1.64777 0.94888
H -0.31153 1.50944 1.82058
H 0.10644 -1.63593 -1.23055
H 0.73792 -3.09852 -0.38220
H 2.06133 0.19176 0.92229
H 2.60243 0.81173 -0.66846
H 1.74663 1.90059 0.44542
H -2.61891 0.02829 -0.09322
H -1.98018 1.30154 -1.13456
H -1.58457 -0.39366 -1.49626
*
```

---

Entry 4:
Molecular formula: C8H24ClI2N2OP2Rh
Method: DFT, ωB97M-V/def2-TZVPD

Computed properties:
gap between HOMO and LUMO (alpha / beta)	6.15 / 4.36	eV
HOMO (alpha / beta)	-14.92 / -14.86	eV
electronic energy	-64007.6655	eV
<S²>	6.0237

Structure (ORCA input):
```
! wB97M-V def2-TZVPD RIJCOSX def2/J DEFGRID3
* xyz 2 5
I -0.83885 -1.06846 -0.88549
I 0.01052 0.92010 1.53863
Rh 1.61354 0.68981 -0.85365
P 2.43021 -1.10709 0.34532
C 1.44730 -2.26307 1.35805
C 3.27515 -2.13500 -0.87600
H 4.09946 -2.66034 -0.37890
H 4.38333 -1.27450 1.71584
H 3.65652 -1.48242 -1.67022
H 4.24917 0.33827 0.92100
H 0.86394 -2.92971 0.71491
H 2.56153 -2.85663 -1.28989
C 3.70343 -0.45369 1.44906
H 2.13725 -2.85282 1.97662
H 3.23385 -0.04330 2.35191
H 0.75832 -1.72035 2.01643
P 0.11410 2.22016 -1.67578
C -1.66016 2.25237 -1.26987
C 0.73669 3.86799 -1.26676
H 1.24231 1.82809 -3.74859
H -0.09275 3.02636 -3.92331
H -0.46354 1.27034 -3.80651
C 0.20842 2.07089 -3.47602
H 1.83013 3.85664 -1.34548
H 0.30812 4.59007 -1.97401
H -2.10322 3.15871 -1.70670
H -1.81491 2.25699 -0.18421
H 0.43995 4.12245 -0.24245
H -2.15735 1.36548 -1.68030
Cl 3.46617 1.38358 -1.84839
C -4.31237 -2.00303 0.48673
N -3.59865 -1.97686 1.72291
C -3.05015 -0.80772 2.20622
N -2.21600 -1.04234 3.30104
O -3.22423 0.28452 1.68293
H -3.63416 -1.84908 -0.36784
H -5.06601 -1.20559 0.47736
H -4.81018 -2.97309 0.38598
H -3.32854 -2.85044 2.15918
H -1.87615 -0.18674 3.71772
H -2.52220 -1.76057 3.94253
*
```

---

Entry 5:
Molecular formula: C36H37F3P2Ru
Method: DFT, ωB97M-V/def2-TZVPD

Computed properties:
gap between HOMO and LUMO (alpha / beta)	6.86 / 4.14	eV
HOMO (alpha / beta)	-13.06 / -13.91	eV
electronic energy	-67219.8231	eV
<S²>	6.0223

Structure (ORCA input):
```
! wB97M-V def2-TZVPD RIJCOSX def2/J DEFGRID3
* xyz 2 5
Ru -2.21005 -0.35096 0.12681
C -0.64391 4.32597 0.96392
C 0.10444 3.86972 -0.07928
C 1.60600 3.74313 -0.14207
C 2.21033 2.45565 0.52239
C 1.45711 1.83808 1.66858
C 1.02963 2.42104 2.74309
C 1.05518 3.92955 2.96003
C -0.07589 4.77925 2.25649
C -1.96721 -2.07389 1.17420
H -1.71803 4.59635 0.81476
H -0.46574 3.25175 -0.79032
H 2.08474 4.60456 0.35880
H 1.89886 3.68619 -1.21354
H 2.37265 1.68751 -0.25614
H 3.20799 2.67577 0.94295
H 1.05701 0.81508 1.44627
H 0.47708 1.82909 3.50658
H 2.04597 4.29030 2.63677
H 0.98160 4.08787 4.05577
H -0.91398 4.77763 2.96559
H 0.32613 5.81593 2.26164
H -2.95005 -2.00281 1.68005
H -1.13871 -2.17952 1.91937
H -1.96834 -2.86408 0.39938
P -0.88189 0.02285 -1.55018
P 0.67723 -1.58571 0.44749
C 0.92351 0.20613 -1.55203
C 1.62775 -0.61763 -0.74615
C -1.22849 -1.11576 -2.92459
C -0.30322 -1.33820 -3.94975
C -0.61756 -2.25054 -4.94591
C -1.83175 -2.95192 -4.88125
C -2.73533 -2.74419 -3.83065
C -2.42487 -1.82197 -2.83143
C -1.81157 1.56180 -1.96694
C -2.79096 1.77757 -0.98523
C -3.17272 3.12464 -0.78367
C -3.13474 3.99806 -1.87605
C -2.48655 3.58816 -3.05598
C -1.74773 2.40412 -3.07534
C 1.17006 -3.29634 -0.13266
C 0.47121 -3.73002 -1.26933
C 0.53288 -5.06051 -1.67786
C 1.34236 -5.96514 -0.98300
C 2.14336 -5.50990 0.06720
C 2.07393 -4.17624 0.48537
C 1.74840 -1.57013 2.00341
C 1.26234 -2.32306 3.08642
C 1.82316 -2.20736 4.35560
C 2.97831 -1.44182 4.54001
C 3.56285 -0.80152 3.44138
C 2.96831 -0.89191 2.16875
H 1.37703 0.93515 -2.24330
H 2.70724 -0.82728 -0.84770
H 0.63530 -0.78456 -3.94354
H 0.08487 -2.40842 -5.76206
H -2.07426 -3.66338 -5.66269
H -3.67342 -3.28775 -3.77617
H -3.05916 -1.64442 -1.94600
H -3.36974 0.90447 -0.49992
H -3.49878 3.47625 0.20752
H -3.57912 4.97976 -1.77576
H -2.56797 4.21259 -3.93140
H -1.16582 2.10434 -3.95884
H -0.12716 -3.00503 -1.83149
H -0.05788 -5.37862 -2.53964
H 1.36255 -7.01406 -1.28061
H 2.81267 -6.20189 0.57741
H 2.71389 -3.84199 1.30188
H 0.43217 -3.00905 2.93468
H 1.36840 -2.71837 5.20536
H 3.42622 -1.34707 5.53430
H 4.48266 -0.22049 3.57807
H 3.46258 -0.41395 1.31950
F -1.48881 0.34055 2.84253
C -2.38060 0.75384 1.84860
F -3.64984 0.63364 2.38310
F -2.17410 2.13310 1.76645
*
```

---

Entry 6:
Molecular formula: C7H3ClF6O2
Method: DFT, ωB97M-V/def2-TZVPD

Computed properties:
gap between HOMO and LUMO	10.52	eV
HOMO	-10.78	eV
electronic energy	-40229.2869	eV
SMILES	O=C[C@@H]1[C@@H](C(=O)Cl)C1(C(F)(F)F)C(F)(F)F

Structure (ORCA input):
```
! wB97M-V def2-TZVPD RIJCOSX def2/J DEFGRID3
* xyz 0 1
O -1.82993 -1.66112 -2.22342
O 0.35815 -0.26931 3.18903
F 2.33528 0.94081 0.86574
F 2.26844 -0.92500 -0.28128
F 2.30742 0.97576 -1.33825
F -0.23016 1.79164 -2.05918
F 0.29834 2.75667 -0.14384
F -1.67734 1.78351 -0.39394
Cl 0.98986 -2.50834 2.05948
C -1.79304 -1.01154 -1.18104
C 0.29936 -0.90137 2.13284
C 1.80212 0.36320 -0.23518
C -0.34956 1.71004 -0.69232
C 0.22411 0.38386 -0.16878
C -0.48715 -0.95025 -0.39571
C -0.49985 -0.32644 1.01804
H -2.70854 -0.44074 -0.95728
H 0.08945 -1.84093 -0.61760
H -1.39696 0.12953 1.42270
*
```